The following is a quantum chemistry calculation of a molecular structure, C27H22N3O11S3Tc, from the Open Molecules 2025 dataset.

As for the HOMO energy (alpha / beta): -5.5304 / -5.4969 eV. The HOMO-LUMO gap (alpha / beta) is 6.36 / 6.56 eV. Its relative energy (zero: lowest compared OMol25 entry of this formula, charge and spin) is 1.158 eV.

```
! RIJCOSX wB97M-V def2-TZVPD def2/J DEFGRID3
* xyz -1 2
Tc -0.82322 0.88776 0.10296
O 0.42848 -1.89551 3.22728
C 0.14828 -1.48272 2.00607
O -0.41030 -0.42088 1.80918
C 0.63407 -2.39555 0.91156
O 0.11877 -2.04253 -0.32874
C -1.19711 -2.53984 -0.56874
C -2.29367 -1.67907 0.04386
O -3.20985 -2.13903 0.66773
O -2.18749 -0.37688 -0.24674
H 0.11664 -1.22721 3.86992
H 0.41796 -3.43254 1.19221
H 1.72172 -2.27341 0.87658
H -1.29842 -3.55860 -0.18789
H -1.35241 -2.52561 -1.64787
C 1.78963 -0.25819 6.95055
C 0.91477 0.36728 5.89907
C 1.40283 1.37505 5.07031
C 0.59134 1.97124 4.11700
C -0.72056 1.55026 3.97528
C -1.23273 0.55229 4.78959
C -0.41377 -0.03151 5.74850
S -1.77257 2.27808 2.74216
O -2.82336 1.32871 2.51280
O -2.08822 3.60634 3.19331
N -0.82639 2.37767 1.42367
C -0.59988 3.69273 0.81089
C -0.94948 3.62775 -0.67059
O -1.09477 4.61636 -1.34294
O -1.05090 2.39117 -1.12796
H 2.84115 -0.20875 6.67002
H 1.52618 -1.30286 7.11426
H 1.67553 0.26360 7.90300
H 2.43432 1.69237 5.16829
H 0.98378 2.74100 3.46396
H -2.25288 0.22271 4.64364
H -0.81133 -0.81357 6.38538
H 0.46358 3.94519 0.87301
H -1.17437 4.47420 1.30056
N 6.57465 1.46480 -0.69713
C 5.43514 1.36993 -0.57671
C 4.00876 1.25579 -0.42332
C 3.16619 1.45508 -1.51212
C 1.79283 1.34778 -1.35141
C 1.23449 1.00933 -0.11765
C 2.10021 0.84919 0.97288
C 3.47177 0.96589 0.82975
H 3.58443 1.70011 -2.47937
H 1.15203 1.53603 -2.20300
H 1.70472 0.66187 1.96222
H 4.12987 0.84294 1.68066
O -2.74621 -4.27942 -4.39758
S -3.07423 -2.88802 -4.57818
O -4.46325 -2.55007 -4.73264
N -2.36621 -1.98171 -3.41752
C -1.42802 -1.19699 -3.89883
S -0.43259 -0.17895 -3.00407
C -1.26408 -1.29570 -5.39323
C -0.39710 -0.60429 -6.22186
C -0.43678 -0.86969 -7.58429
C -1.32453 -1.80762 -8.10788
C -2.19427 -2.50068 -7.27522
C -2.13683 -2.22070 -5.92520
H 0.28235 0.12234 -5.79658
H 0.23002 -0.33905 -8.25238
H -1.33738 -1.99570 -9.17418
H -2.89130 -3.23000 -7.66630
*
```